ORCA calculation (the ωB97M-V functional and the def2-TZVPD basis) on a molecular structure, C46H51AsInNO2P2S3.

XYZ file:
```
107
Properties=species:S:1:pos:R:3:forces:R:3
In 1.18294 1.37176 0.80951 -0.64 -0.23 0.16
O -1.60859 -0.55000 1.16734 0.06 -2.66 -1.61
C -1.70088 -1.67400 0.69592 -0.61 1.68 1.74
O -0.59196 -2.54516 0.70314 -0.04 -0.98 -0.21
C -2.94256 -2.41448 0.28765 0.50 -1.16 -0.04
C -4.25944 -1.88964 0.34655 1.67 0.32 -0.52
C -5.30413 -2.73129 0.06478 -0.04 -2.40 -0.23
C -4.99798 -4.10666 -0.30702 -0.87 1.68 0.50
C -3.72211 -4.64823 -0.30987 -0.41 1.26 0.28
C -2.67135 -3.79266 0.00850 -0.24 1.05 0.12
P -0.90144 -4.12559 0.23239 -0.33 2.91 -0.92
C -0.52937 -5.25993 1.50858 2.16 -0.97 0.72
C -0.47090 -6.61993 1.10691 0.51 -0.31 1.43
C -0.23244 -7.61456 2.11050 -1.34 0.38 -0.39
C -0.03723 -7.28245 3.46541 0.48 1.23 -1.73
C 0.15056 -5.91229 3.75739 0.35 0.51 0.55
C 0.01624 -4.90499 2.79463 -1.53 0.05 -0.52
C 0.10570 -4.38511 -1.26223 -1.81 -0.60 -0.39
C 1.35893 -3.81542 -1.28867 1.28 1.04 0.13
C 2.27371 -4.20411 -2.28572 0.09 -0.02 0.29
C 1.96263 -5.27047 -3.11418 0.09 0.18 0.18
C 0.68960 -5.78745 -3.11732 -1.59 -0.40 -0.10
C -0.33331 -5.25171 -2.30260 2.00 -0.03 0.48
H -4.33577 -0.81145 0.48509 -0.28 -0.30 0.34
H -6.37096 -2.47203 0.19915 0.88 0.12 -0.40
H -5.84653 -4.71845 -0.57780 0.04 -0.20 0.09
H -3.60524 -5.68359 -0.49768 0.26 -0.82 -0.26
H -0.43619 -6.90657 0.04631 -0.65 0.06 0.51
H -0.44204 -8.65746 1.83074 0.70 0.45 0.07
H 0.14406 -8.06440 4.18609 -0.26 0.08 0.21
H 0.41311 -5.56119 4.77620 -0.04 -0.56 -0.75
H 0.22283 -3.83266 3.02650 -0.38 -1.09 -0.07
H 1.55809 -2.98667 -0.56645 0.24 -0.95 -0.63
H 3.26543 -3.78466 -2.44420 -0.31 0.33 0.57
H 2.69063 -5.68672 -3.80162 0.04 0.14 0.13
H 0.49080 -6.64179 -3.77240 -0.26 0.55 0.04
H -1.36508 -5.47658 -2.48050 -0.37 -0.47 0.30
C 4.74378 2.16029 -0.61807 -1.16 -0.31 1.42
C 5.25357 0.85372 -0.05471 0.90 -1.23 0.51
S 3.98994 0.03036 0.98680 0.14 -0.29 0.29
C 4.23416 0.61976 2.70751 1.13 -1.02 -0.11
C 4.38914 2.09031 2.91784 0.84 1.16 1.62
S 2.97038 3.11330 2.38517 0.32 -0.26 0.06
C 3.69341 4.62348 1.72206 -0.44 0.27 -0.91
C 4.29940 4.61883 0.29763 0.70 1.76 0.35
S 5.73804 3.49124 0.03698 -1.28 1.11 -0.27
H 3.66798 2.29387 -0.28001 1.39 0.01 -0.41
H 4.71234 2.11619 -1.67620 0.24 0.23 -1.14
H 6.25922 0.90478 0.47908 -1.36 0.12 -0.49
H 5.42589 0.13744 -0.87201 -0.15 0.03 0.31
H 5.14975 0.08436 3.04093 -0.33 0.62 -0.06
H 3.47613 0.19365 3.34314 -0.77 -0.27 -0.16
H 5.31375 2.37765 2.37720 -0.68 0.38 0.46
H 4.48510 2.33952 4.05626 0.18 -0.67 -2.03
H 4.37881 5.05643 2.43363 0.30 -0.07 0.29
H 2.80529 5.27636 1.71736 0.33 0.00 -0.08
H 4.74186 5.64495 0.16344 -0.43 -0.81 0.19
H 3.51530 4.58225 -0.48625 0.60 -0.55 0.34
N -1.43512 3.22409 0.99517 -1.05 -0.72 -1.65
C -1.26725 4.11868 -0.11319 0.62 1.65 -0.72
C -1.51534 5.52385 0.02839 0.86 -1.84 -0.64
C -1.31528 6.37490 -1.04652 0.18 -0.40 0.89
C -0.91759 5.92305 -2.27225 0.54 -0.97 -1.74
C -0.53848 4.60611 -2.43190 -0.81 -0.67 1.58
C -0.72768 3.68509 -1.36585 -0.56 0.96 0.07
P -0.61856 1.93014 -1.68345 0.22 -0.66 0.91
C -2.32619 1.46762 -2.09178 1.58 -1.83 0.40
C -3.38057 2.29512 -2.27481 -0.64 0.34 -0.39
C -4.53117 1.83746 -2.91421 -0.77 1.69 0.41
C -4.65701 0.52441 -3.25497 -0.42 -1.97 -0.40
C -3.67094 -0.38081 -2.81779 -0.21 -0.57 0.60
C -2.48804 0.07062 -2.25538 -0.55 0.51 -1.26
C 0.24772 1.70843 -3.23433 0.04 -1.06 -2.21
C 1.44619 0.98794 -3.26851 0.34 -0.90 1.52
C 2.15982 0.71229 -4.44742 0.06 1.00 -0.39
C 1.63729 1.27655 -5.62118 0.00 -0.72 0.20
C 0.34992 1.88727 -5.66542 2.34 -1.15 -1.00
C -0.34173 1.97566 -4.51065 0.74 0.61 1.90
H -2.01136 2.42812 0.59927 0.72 0.92 1.30
H -1.93309 3.69111 1.76156 0.15 -0.43 -0.48
H -1.77765 5.88593 0.99623 -0.27 0.38 0.50
H -1.29184 7.41653 -0.91159 -0.75 1.27 0.33
H -0.92447 6.50415 -3.19071 0.30 0.54 0.51
H -0.13375 4.22722 -3.34976 -0.02 0.07 -0.37
H -3.29554 3.32398 -2.00246 0.01 0.64 -0.01
H -5.30818 2.61526 -3.04591 0.32 -0.88 -0.38
H -5.46727 0.07231 -3.87048 0.33 0.83 0.79
H -3.86819 -1.47122 -2.77599 0.16 0.73 -0.77
H -1.65970 -0.63655 -2.24344 0.04 0.21 0.67
H 1.74656 0.49508 -2.30314 0.11 0.76 -0.90
H 3.16554 0.20005 -4.47049 -1.47 0.48 0.18
H 2.20076 1.08114 -6.52917 -0.19 0.37 -0.07
H -0.00190 2.20337 -6.64434 -0.31 -0.05 0.35
H -1.32083 2.32869 -4.52268 -1.62 0.74 -0.04
C -2.42634 1.02540 4.41169 1.49 -0.85 -0.35
As -0.49340 1.45415 3.93163 -1.59 0.07 0.11
C -0.50728 3.36609 4.45571 0.10 -0.20 -0.13
C 0.31679 0.69509 5.50640 0.01 -0.75 0.42
H -2.45542 -0.07725 4.60968 -0.13 1.09 0.23
H -3.06344 1.21181 3.57372 -0.37 0.18 -0.63
H -2.72196 1.67567 5.22298 -0.09 -0.27 0.44
H -0.52091 3.48674 5.57546 0.11 0.04 -1.27
H -1.40522 3.82381 3.98777 0.58 -0.15 0.46
H 0.40297 3.75792 3.95219 -0.57 0.20 0.74
H 0.05867 -0.36439 5.67792 -0.30 0.49 -0.14
H 0.16722 1.26648 6.42184 -0.07 -0.02 -0.08
H 1.35622 0.65473 5.26337 0.98 0.18 0.17
```
Positions in Å, forces in eV/Å.

Calculated values
energy relative to the best compared isomer or geometry (same formula, charge and spin): 0.0 kcal per mole
orbital gap: 5.8 eV
charge: +2
HOMO energy: -11.27 eV
LUMO energy: -5.456 eV